{
  "formula": "C21H23BrN2O5S",
  "method": "the ωB97M-V functional and the def2-TZVPD basis",
  "smiles": "COc1ccc(S(=O)(=O)N2CCOC23CCN(C(=O)c2ccccc2Br)CC3)cc1",
  "e_tot_ev": -116245.3966,
  "homo_energy_ev": -8.98,
  "largest_force_ev_per_a": 1.1,
  "spin_multiplicity": 1,
  "de_lowest_kcal_mol": 25.3,
  "orbital_gap_ha": 0.3459,
  "elements": ["C", "H", "O", "C", "C", "C", "C", "C", "C", "H", "H", "S", "O", "O", "N", "C", "H", "H", "C", "H", "O", "C", "C", "H", "H", "C", "N", "C", "O", "C", "C", "C", "C", "C", "C", "H", "H", "H", "H", "Br", "C", "C", "H", "H", "H", "H", "H", "H", "H", "H", "H", "H", "H"],
  "xyz": [[-4.316, -4.957, 0.938], [-3.482, -4.872, 1.642], [-4.999, -3.731, 0.796], [-4.334, -2.663, 0.301], [-2.989, -2.660, -0.066], [-2.413, -1.501, -0.558], [-3.167, -0.353, -0.686], [-4.509, -0.346, -0.342], [-5.090, -1.493, 0.154], [-6.132, -1.521, 0.429], [-5.083, 0.554, -0.492], [-2.413, 1.149, -1.288], [-1.134, 0.836, -1.855], [-3.378, 1.857, -2.073], [-2.151, 2.060, 0.062], [-3.240, 2.729, 0.733], [-3.880, 2.011, 1.265], [-3.833, 3.287, 0.010], [-2.472, 3.610, 1.719], [-3.003, 3.797, 2.651], [-1.324, 2.849, 2.024], [-0.936, 2.128, 0.865], [-0.421, 0.754, 1.336], [-1.216, 0.013, 1.246], [-0.164, 0.858, 2.393], [0.810, 0.309, 0.551], [1.880, 1.260, 0.758], [3.159, 0.949, 1.042], [3.998, 1.789, 1.308], [3.519, -0.511, 1.015], [3.674, -1.205, -0.179], [4.101, -2.522, -0.195], [4.381, -3.159, 1.001], [4.243, -2.480, 2.201], [3.823, -1.162, 2.205], [3.729, -0.617, 3.132], [4.471, -2.974, 3.133], [4.716, -4.186, 0.992], [4.217, -3.037, -1.136], [3.302, -0.337, -1.837], [1.510, 2.666, 0.762], [0.165, 2.867, 0.085], [0.180, 2.487, -0.935], [-0.073, 3.930, 0.056], [2.298, 3.222, 0.247], [1.463, 3.029, 1.797], [0.555, 0.247, -0.514], [1.133, -0.676, 0.898], [-2.194, 4.564, 1.251], [-1.379, -1.482, -0.866], [-2.387, -3.550, 0.020], [-3.948, -5.323, -0.024], [-5.051, -5.656, 1.333]]
}

{
  "formula": "C21H23BrN5O3PdS",
  "method": "the ωB97M-V functional and the def2-TZVPD basis",
  "charge": 1,
  "e_tot_ev": -120094.8978,
  "homo_energy_ev": [-10.15, -10.16],
  "largest_force_ev_per_a": 0.3,
  "spin_multiplicity": 3,
  "de_lowest_kcal_mol": 5.0,
  "orbital_gap_ha": [0.2652, 0.2196],
  "s2": 2.01,
  "elements": ["Pd", "O", "S", "N", "Br", "C", "C", "C", "C", "C", "N", "H", "H", "H", "H", "C", "C", "C", "O", "H", "H", "H", "H", "H", "H", "C", "C", "C", "C", "C", "N", "C", "O", "N", "C", "C", "C", "C", "N", "C", "C", "C", "H", "H", "H", "H", "H", "H", "H", "H", "H", "H", "H", "H", "H"],
  "xyz": [[0.965, -0.362, 1.832], [3.239, -0.672, 1.251], [2.759, -1.435, 0.048], [1.282, -1.485, -0.040], [1.261, -2.338, 3.839], [1.480, -0.655, 4.709], [1.823, -0.562, 6.043], [1.951, 0.714, 6.572], [1.730, 1.818, 5.760], [1.392, 1.612, 4.436], [1.270, 0.389, 3.917], [1.985, -1.449, 6.637], [2.220, 0.843, 7.611], [1.818, 2.823, 6.145], [1.203, 2.436, 3.760], [0.734, 3.661, -0.286], [1.336, 2.487, 0.415], [2.813, 2.483, 0.634], [0.615, 1.563, 0.776], [1.295, 3.884, -1.194], [0.820, 4.541, 0.356], [-0.311, 3.476, -0.519], [3.160, 3.470, 0.939], [3.289, 2.271, -0.328], [3.117, 1.713, 1.339], [1.404, -1.474, -6.839], [0.510, -1.377, -5.637], [0.811, -2.051, -4.456], [-0.030, -1.985, -3.360], [-1.206, -1.241, -3.421], [-2.001, -1.214, -2.249], [-3.211, -0.614, -2.089], [-3.868, -0.076, -2.951], [-3.750, -0.703, -0.789], [-3.137, -0.714, 0.451], [-3.922, -0.889, 1.595], [-3.333, -0.864, 2.842], [-1.964, -0.689, 2.937], [-1.210, -0.537, 1.852], [-1.767, -0.526, 0.641], [-1.523, -0.555, -4.589], [-0.662, -0.631, -5.673], [2.415, -1.764, -6.557], [1.456, -0.523, -7.370], [1.029, -2.221, -7.542], [1.718, -2.639, -4.391], [0.235, -2.500, -2.444], [-1.693, -1.837, -1.521], [-4.727, -0.454, -0.801], [-4.989, -1.042, 1.495], [-3.926, -0.990, 3.737], [-1.456, -0.679, 3.892], [-1.094, -0.359, -0.187], [-2.432, 0.019, -4.654], [-0.923, -0.095, -6.578]]
}

{
  "formula": "C21H23Cl2N4NiO",
  "method": "the ωB97M-V functional and the def2-TZVPD basis",
  "charge": 1,
  "e_tot_ev": -96238.8017,
  "homo_energy_ev": [-11.49, -11.49],
  "largest_force_ev_per_a": 3.9,
  "spin_multiplicity": 3,
  "de_lowest_kcal_mol": 54.8,
  "orbital_gap_ha": [0.3062, 0.2840],
  "s2": 2.01,
  "elements": ["Ni", "O", "H", "N", "C", "C", "C", "C", "C", "H", "H", "H", "H", "H", "N", "C", "C", "C", "C", "C", "H", "H", "H", "H", "H", "N", "C", "C", "C", "C", "C", "H", "H", "H", "H", "H", "N", "C", "C", "C", "C", "C", "H", "H", "H", "H", "H", "C", "Cl", "Cl", "H", "H"],
  "xyz": [[18.943, 7.280, -7.233], [19.975, 8.203, -8.609], [20.582, 7.817, -9.271], [20.764, 7.376, -6.019], [21.947, 6.676, -6.276], [23.035, 6.570, -5.390], [22.983, 7.294, -4.235], [21.816, 8.000, -3.884], [20.780, 8.011, -4.824], [21.980, 6.122, -7.202], [23.953, 6.072, -5.666], [23.885, 7.372, -3.647], [21.775, 8.540, -2.950], [19.899, 8.536, -4.486], [19.736, 5.256, -7.978], [20.371, 5.214, -9.228], [21.262, 4.171, -9.599], [21.554, 3.173, -8.687], [20.815, 3.136, -7.500], [19.993, 4.180, -7.182], [20.270, 6.040, -9.916], [21.669, 4.137, -10.599], [22.201, 2.356, -8.971], [20.926, 2.360, -6.757], [19.492, 4.226, -6.226], [23.621, 11.099, -8.115], [24.529, 11.555, -9.013], [24.648, 11.155, -10.321], [23.758, 10.159, -10.753], [22.836, 9.680, -9.939], [22.809, 10.154, -8.607], [25.184, 12.341, -8.668], [25.375, 11.588, -10.992], [23.771, 9.938, -11.810], [22.210, 8.858, -10.254], [22.116, 9.638, -7.959], [18.225, 9.170, -6.473], [17.169, 9.293, -5.640], [16.453, 10.463, -5.353], [16.895, 11.643, -5.892], [17.982, 11.650, -6.745], [18.632, 10.427, -6.942], [16.710, 8.371, -5.316], [15.588, 10.467, -4.706], [16.293, 12.515, -5.683], [18.325, 12.572, -7.191], [19.411, 10.363, -7.687], [19.352, 10.209, -11.171], [17.635, 9.992, -11.599], [20.191, 11.475, -12.201], [19.363, 10.544, -10.134], [19.858, 9.245, -11.215]]
}